This record from OMol25 describes 5 unconnected molecules or ions with the total composition C23H43Cl12NO3S. The level of theory is ωB97M-V/def2-TZVPD.

The geometry in XYZ format:
```
83
Properties=species:S:1:pos:R:3
C 4.2617 1.8775 0.6741
C 4.4466 3.3787 0.4463
C 5.7865 3.8290 -0.1567
C 7.0729 3.2082 0.4319
C 7.8596 2.3388 -0.5578
C 7.1690 1.0109 -0.8596
C 8.0024 0.0362 -1.6861
C 7.2130 -1.2624 -1.9205
C 7.3131 -2.2225 -0.7348
C 6.1125 -3.1660 -0.6407
C 4.8811 -2.4677 -0.0165
C 3.6752 -2.4419 -0.9586
C 2.3966 -1.8969 -0.2946
C 1.1346 -2.7108 -0.6447
C -0.1010 -1.8496 -0.8964
C -0.3883 -0.9134 0.2758
O -1.7893 -0.5709 0.3457
S -2.1562 0.8011 -0.4408
O -1.6524 1.8986 0.3546
O -3.7375 0.6141 -0.0637
N -4.5208 0.9419 -1.2233
C -5.6585 1.4112 -0.8852
C -6.6926 1.5140 -1.9683
C -6.0451 1.8993 0.4806
H 4.2478 1.3435 -0.2794
H 5.0428 1.4392 1.2935
H 3.2906 1.6925 1.1367
H 3.6544 3.6893 -0.2400
H 4.2742 3.9023 1.3895
H 5.8471 4.9061 0.0173
H 5.7901 3.7043 -1.2433
H 7.7400 4.0231 0.7230
H 6.8709 2.6343 1.3395
H 8.8462 2.1224 -0.1372
H 7.9920 2.8977 -1.4889
H 6.2558 1.2203 -1.4259
H 6.8769 0.5490 0.0877
H 8.9128 -0.2213 -1.1340
H 8.2810 0.4975 -2.6357
H 6.1627 -0.9749 -2.0483
H 7.5248 -1.7604 -2.8405
H 7.3765 -1.6539 0.1985
H 8.2551 -2.7748 -0.8032
H 5.8531 -3.5114 -1.6463
H 6.3796 -4.0490 -0.0579
H 4.5818 -3.0166 0.8793
H 5.1534 -1.4451 0.2606
H 3.9175 -1.8585 -1.8502
H 3.4945 -3.4747 -1.2723
H 2.5538 -1.8972 0.7867
H 2.2478 -0.8553 -0.5920
H 0.9329 -3.3910 0.1876
H 1.3076 -3.3242 -1.5299
H 0.0401 -1.2576 -1.8049
H -0.9821 -2.4807 -1.0269
H -0.1533 -1.4071 1.2184
H 0.2069 -0.0014 0.2028
H -6.4259 0.9043 -2.8267
H -7.6555 1.2001 -1.5618
H -6.8175 2.5510 -2.2908
H -6.8910 1.3395 0.8804
H -5.2006 1.8888 1.1592
H -6.3910 2.9267 0.3425
C -8.6759 4.3972 2.5498
Cl -9.7446 5.7822 2.7339
Cl -9.3179 3.2669 1.3476
Cl -7.0479 4.8973 2.1016
H -8.6225 3.8816 3.4995
C -11.3115 0.5977 -0.2519
Cl -10.8495 0.9441 -1.9212
Cl -13.0576 0.4323 -0.1015
Cl -10.4717 -0.8355 0.3397
H -11.0085 1.4379 0.3580
C -0.2468 -6.5685 -0.1199
Cl 1.5032 -6.4419 0.0728
Cl -0.8113 -5.5532 -1.4463
Cl -0.7302 -8.2463 -0.3605
H -0.7100 -6.2145 0.7916
C -12.5092 -0.6799 4.0619
Cl -11.6446 0.7306 3.4361
Cl -13.9063 -0.1819 5.0129
Cl -12.9808 -1.7624 2.7547
H -11.8333 -1.2176 4.7132
```

Properties
Gap between HOMO and LUMO: 10.027 eV
LUMO level: 0.3 eV

Atomic partial charges in e from the Mulliken method, atoms 1 to 5: atom 1 (C): -0.8635, atom 2 (C): -0.6844, atom 3 (C): -0.6873, atom 4 (C): -0.7418, atom 5 (C): -1.1315

This record from OMol25 describes a molecular structure, C23H43Cl3N3O4PtSi. The level of theory is ωB97M-V/def2-TZVPD.

The geometry in XYZ format:
```
78
Properties=species:S:1:pos:R:3
C 3.0859 -1.0377 -2.8803
C 3.5575 -1.7234 -1.6376
H 3.4408 0.0047 -2.8911
H 1.9962 -1.0258 -2.9978
H 3.5438 -1.5366 -3.7502
C 4.8812 -1.8760 -1.4463
C 5.9314 -1.2262 -2.2785
H 5.2582 -2.5610 -0.6874
H 5.7737 -0.1441 -2.3749
H 6.0306 -1.6437 -3.2881
H 6.8823 -1.3783 -1.7623
Pt -1.3222 -0.0342 -0.8138
Cl -2.6171 -1.1625 -2.6305
Cl -0.7220 -2.2618 -0.3196
C -3.3946 -1.3951 0.7161
O -3.0616 -0.2235 0.3552
N -3.6921 -1.6628 1.9760
C -3.5369 -0.6256 2.9943
C -3.9346 -3.0393 2.4138
H -3.4660 -2.2360 0.0011
H -4.0465 0.2898 2.6674
H -2.4756 -0.3943 3.1700
H -3.9880 -1.0246 3.9045
H -4.5828 -3.5401 1.6796
H -4.4129 -2.9983 3.3991
H -2.9906 -3.6114 2.4712
H -0.2602 4.6998 -3.7061
H 1.6546 3.6271 -1.6765
C -0.2253 5.4286 -2.8804
C 1.2242 4.4615 -1.1090
N -0.1014 4.7751 -1.5860
H -1.1563 6.0076 -2.9002
C -1.1858 4.5434 -0.8011
O -1.1574 4.3020 0.4201
H 1.1591 4.1726 -0.0592
H -2.1372 4.6006 -1.3858
H 0.6348 6.0919 -3.0206
H 1.8558 5.3478 -1.2295
O 1.8401 -0.9940 -0.1428
C 2.4773 -2.1697 -0.6304
C 4.0188 -2.4958 1.2962
C 2.9738 -2.9999 0.5289
H 4.4424 -1.5259 1.0275
C 4.5285 -3.2419 2.3596
H 1.7443 -2.7463 -1.2105
C 2.3623 -4.2116 0.8673
H 5.4023 -2.8656 2.9001
C 3.9374 -4.4682 2.6909
C 2.8524 -4.9479 1.9484
H 1.5271 -4.5623 0.2527
H 4.3507 -5.0580 3.5176
H 2.3644 -5.8893 2.2281
Si 0.9457 -0.4763 1.1891
Cl 0.6579 0.9336 -1.6738
C 2.4517 0.2461 2.2269
C 0.3300 -1.6832 2.5585
C -0.2223 0.9987 1.2891
H 2.8607 -0.4814 2.9479
H 2.1352 1.1382 2.7909
H 3.2574 0.5451 1.5403
H 0.2159 1.8867 0.8050
H -0.2863 1.1763 2.3851
H -1.2956 0.9028 0.9859
H 1.1648 -2.1715 3.0876
H -0.3367 -2.4864 2.2113
H -0.2281 -1.1372 3.3404
C -4.9200 3.2362 -0.5009
N -4.7543 2.3538 -1.6552
C -5.9049 2.1027 -2.5138
C -3.6083 1.7212 -1.8973
O -2.5625 1.8496 -1.2010
H -5.9386 3.6399 -0.5540
H -4.1927 4.0626 -0.5281
H -4.8036 2.6784 0.4449
H -5.7271 2.5110 -3.5150
H -6.0701 1.0214 -2.6109
H -6.7826 2.5775 -2.0792
H -3.6503 1.0404 -2.7631
```

Properties
⟨S²⟩: 2.006
Multiplicity: 3
Gap between HOMO and LUMO (alpha / beta): 5.715 / 6.903 eV
LUMO level (alpha / beta): 2.3 / 2.3 eV
Net charge: -1
Energy above the lowest of the compared OMol25 structures with the same formula, charge and spin: 17.34 kcal per mole

Atomic partial charges in e from the Mulliken method, atoms 1 to 5: atom 1 (C): -1.9074, atom 2 (C): 0.6482, atom 3 (H): 0.2575, atom 4 (H): 0.3410, atom 5 (H): 0.4250

This record from OMol25 describes a molecular structure, C23H43N2O2P3Ru. The level of theory is ωB97M-V/def2-TZVPD.

The geometry in XYZ format:
```
74
Properties=species:S:1:pos:R:3
Ru -0.1172 -0.0260 -0.5590
P -2.1808 0.8058 -1.1691
P 0.5857 -0.1729 -2.7308
P -0.5871 0.8195 1.5722
H 4.7832 0.0968 -1.6867
C 3.8774 0.4460 -1.1782
C 3.6921 -0.4471 -0.0037
H 3.0451 -1.3094 -0.2214
C -2.0541 2.5489 -1.7177
C -2.8938 -0.1575 -2.5628
C -3.7263 0.9349 -0.1678
C 2.3466 -0.3804 -2.9043
C -0.0517 -1.7349 -3.4830
C 0.3130 1.2995 -3.7981
C 0.6369 0.2684 2.8137
C -2.0952 0.5239 2.6234
C -0.5062 2.6527 1.5966
H 3.9898 1.4961 -0.9519
H 4.6849 -0.8356 0.2957
H -3.0014 2.8725 -2.1715
H -1.2461 2.6749 -2.4410
H -1.8338 3.1836 -0.8507
H -3.8115 0.3226 -2.9322
H -3.1487 -1.1600 -2.1921
H -2.1824 -0.2625 -3.3885
H -4.5192 1.3788 -0.7899
H -3.5848 1.5803 0.7039
H -4.0866 -0.0455 0.1691
H 2.7137 0.0314 -3.8541
H 2.6119 -1.4339 -2.7439
H 2.9804 0.2862 -2.0002
H -0.2168 -1.6293 -4.5658
H -0.9881 -2.0522 -3.0065
H 0.6972 -2.5219 -3.3141
H 0.9494 1.2422 -4.6929
H 0.6161 2.1873 -3.2248
H -0.7352 1.4051 -4.0957
H 0.1446 0.0387 3.7676
H 1.3891 1.0547 2.9648
H 1.1264 -0.6366 2.4345
H -1.7702 0.4603 3.6709
H -2.5927 -0.4185 2.3744
H -2.8075 1.3527 2.5420
H 0.0034 2.9685 2.5159
H -1.5181 3.0781 1.5731
H 0.0650 3.0082 0.7322
C 3.5630 1.3618 1.6608
C 3.0863 2.5702 1.1139
C 3.0777 3.6988 1.9414
C 3.5940 3.6253 3.2387
C 4.2129 2.4509 3.6924
C 4.2473 1.3218 2.8808
O 3.1267 0.1428 1.1851
H 1.4805 -0.0898 0.1325
H 2.6264 2.5678 0.1265
H 2.6485 4.6243 1.5462
H 3.5010 4.4806 3.9073
H 4.6730 2.3898 4.6720
H 4.6644 0.3620 3.1904
N -4.5775 -4.6840 1.1703
C -4.0221 -3.4629 0.9198
O -4.6829 -2.4167 0.9245
C -2.5601 -3.4605 0.6060
C -1.7353 -4.5804 0.4103
C -0.4012 -4.3628 0.0621
C 0.0758 -3.0591 -0.1282
N -0.7350 -1.9900 -0.0054
C -1.9964 -2.1868 0.4276
H -5.5442 -4.6908 1.4588
H -4.0321 -5.5228 1.2850
H -2.1276 -5.5883 0.5106
H 0.2938 -5.1849 -0.0933
H 1.1161 -2.8388 -0.3979
H -2.5690 -1.2725 0.6103
```

Properties
⟨S²⟩: 8.787
Multiplicity: 6
Gap between HOMO and LUMO (alpha / beta): 7.140 / 4.308 eV
LUMO level (alpha / beta): -8.5 / -13.0 eV
Net charge: +3
Energy above the lowest of the compared OMol25 structures with the same formula, charge and spin: 32.39 kcal per mole

Atomic partial charges in e from the Mulliken method, atoms 1 to 5: atom 1 (Ru): -0.6335, atom 2 (P): 1.1081, atom 3 (P): 1.1859, atom 4 (P): 1.1982, atom 5 (H): 0.4907

This record from OMol25 describes 6 unconnected molecules or ions with the total composition C23H43NO9S5. The level of theory is ωB97M-V/def2-TZVPD.

The geometry in XYZ format:
```
81
Properties=species:S:1:pos:R:3
O 5.9713 -4.6627 0.6628
C 5.8758 -3.7580 -0.1146
O 6.9778 -3.3896 -0.8645
C 7.3346 -1.9985 -0.6642
C 6.1651 -1.0341 -1.1654
C 5.3827 -0.3773 0.0236
C 4.2061 0.5808 -0.4112
C 2.9893 -0.2775 -0.8419
C 2.9995 -0.8558 -2.1901
C 1.9147 -1.7166 -2.7111
C 0.8097 -1.9838 -1.8230
C 0.8092 -1.3954 -0.4774
C 1.8455 -0.5338 0.0324
C -0.4982 -1.9380 0.1650
O -0.9092 -1.9382 1.2960
N -1.2641 -2.5975 -0.8826
C -0.4635 -2.8328 -2.0456
O -0.6723 -3.4907 -3.0213
H 4.8613 -3.2866 -0.2152
H 8.1973 -1.8067 -1.3488
H 7.6210 -1.7848 0.3957
H 5.5318 -1.6632 -1.8362
H 6.6104 -0.2321 -1.8131
H 4.9677 -1.1752 0.6873
H 6.1139 0.2410 0.6088
H 3.8955 1.1335 0.5174
H 4.4936 1.3536 -1.1604
H 3.8778 -0.6577 -2.8353
H 1.8931 -2.1918 -3.7124
H 1.7629 -0.1047 1.0491
H -1.4498 -3.5209 -0.4721
C 0.5305 2.8473 -2.2412
S 0.7702 4.1863 -1.0660
O 1.5982 3.6472 0.0560
C -0.9369 4.2178 -0.5200
H 1.4889 2.6096 -2.6968
H 0.1494 1.9655 -1.7236
H -0.1701 3.1596 -3.0166
H -1.2145 3.2439 -0.1324
H -1.5846 4.4907 -1.3553
H -1.0334 4.9609 0.2689
C 3.3210 2.7266 -5.3022
S 1.6658 2.0975 -5.6394
O 1.3581 1.0701 -4.5986
C 2.0982 1.2168 -7.1505
H 3.2922 3.2850 -4.3669
H 4.0220 1.8957 -5.2078
H 3.6301 3.3905 -6.1105
H 2.8751 0.4801 -6.9416
H 2.4453 1.9284 -7.9007
H 1.2069 0.7098 -7.5181
C -1.1497 1.0315 2.8451
S -2.5955 2.0148 2.4182
O -2.1068 3.2121 1.6815
C -2.9875 2.5310 4.0979
H -0.7153 0.6365 1.9284
H -0.4126 1.6525 3.3571
H -1.4544 0.2032 3.4855
H -2.1378 3.0614 4.5320
H -3.2337 1.6563 4.7004
H -3.8490 3.1963 4.0617
C -4.4993 1.5304 7.5713
S -5.9434 0.7693 6.8063
O -5.7690 0.8658 5.3294
C -7.1117 2.0506 7.2964
H -3.6300 0.9099 7.3562
H -4.3436 2.5290 7.1599
H -4.6458 1.5864 8.6506
H -6.7916 3.0160 6.9020
H -7.1742 2.0900 8.3847
H -8.0888 1.7976 6.8870
C -6.2539 -3.6551 0.2173
S -6.1108 -4.0895 -1.5259
O -6.9458 -5.3004 -1.7539
C -4.3930 -4.6276 -1.4430
H -7.2744 -3.3240 0.4054
H -6.0350 -4.5263 0.8364
H -5.5616 -2.8443 0.4489
H -4.2915 -5.4378 -0.7190
H -3.7610 -3.7858 -1.1575
H -4.0958 -4.9842 -2.4285
```

Properties
Gap between HOMO and LUMO: 7.974 eV
LUMO level: -0.5 eV

Atomic partial charges in e from the Mulliken method, atoms 1 to 5: atom 1 (O): -0.4791, atom 2 (C): 0.2734, atom 3 (O): -0.3520, atom 4 (C): -0.5336, atom 5 (C): -0.3827

This record from OMol25 describes a molecular structure, C23H44Cl3N4O3RuSSi. The level of theory is ωB97M-V/def2-TZVPD.

The geometry in XYZ format:
```
80
Properties=species:S:1:pos:R:3
C -0.4752 3.6272 2.5353
C -1.6875 3.8787 1.6939
H 0.3744 4.1949 2.1494
H -0.2282 2.5705 2.5356
H -0.6688 3.9795 3.5717
C -2.0385 5.1471 1.4062
C -1.3006 6.3461 1.8817
H -2.9489 5.3908 0.8784
H -0.2355 6.3266 1.6298
H -1.3829 6.4797 2.9698
H -1.7315 7.2338 1.4060
Ru 0.5464 -1.2329 0.6717
Cl 1.1045 -2.2602 2.7453
Cl -1.4950 -0.8885 1.6602
C -1.2994 -3.3924 -0.0884
O -0.1478 -2.9156 -0.3019
N -2.0874 -3.7394 -1.1008
C -1.7213 -3.4915 -2.4991
C -3.4652 -4.0895 -0.7949
H -1.6531 -3.5778 0.9323
H -0.7243 -3.9043 -2.7067
H -1.7328 -2.4171 -2.7652
H -2.4736 -4.0124 -3.1104
H -3.4405 -4.6656 0.1431
H -3.8709 -4.6934 -1.6055
H -4.1036 -3.2020 -0.6421
H 6.0690 0.5673 0.9461
H 3.2954 2.2379 0.1926
C 5.9831 0.7581 -0.1380
C 3.8797 1.9658 -0.7153
N 4.6002 0.7003 -0.5610
H 6.5509 -0.0109 -0.6869
C 3.9109 -0.4542 -0.4422
O 2.6828 -0.5179 -0.6518
H 3.1692 1.9421 -1.5620
H 4.5305 -1.3100 -0.1237
H 6.3670 1.7537 -0.3718
H 4.6383 2.7443 -0.9025
O -1.6358 1.8192 0.4607
C -2.4989 2.6829 1.2057
C -3.6182 3.7955 -0.7531
C -3.7150 2.9489 0.3444
H -2.6690 4.2784 -0.9620
C -4.7328 4.0059 -1.5766
H -2.7432 2.0410 2.0727
C -4.8909 2.2482 0.6082
H -4.6295 4.6095 -2.4738
C -5.9375 3.3646 -1.2803
C -6.0122 2.4757 -0.1949
H -4.8931 1.5087 1.4091
H -6.8013 3.4395 -1.9446
H -6.9156 1.8863 -0.0276
Si -1.1945 1.0487 -1.0565
Cl 0.7422 1.2325 0.3421
C -1.1691 2.3868 -2.4145
C -2.8001 -0.0141 -1.2894
C 0.0615 -0.1605 -1.8712
H -2.1807 2.6608 -2.7344
H -0.6415 2.0468 -3.3134
H -0.6626 3.2812 -2.0423
H 1.0609 0.2930 -1.9079
H -0.3952 -0.2146 -2.9051
H 0.2222 -1.2303 -1.4677
H -3.6853 0.6143 -1.4652
H -2.9796 -0.5848 -0.3687
H -2.7693 -0.7219 -2.1261
C 4.5946 -4.6403 3.0235
N 3.4232 -4.4292 2.1616
C 3.5827 -4.1434 0.8595
S 2.5365 -3.1426 -0.0104
N 4.6453 -4.6804 0.2050
C 5.0482 -6.0736 0.4025
H 5.5082 -4.1770 2.6069
H 4.7839 -5.7177 3.1847
H 4.3957 -4.1927 4.0121
H 2.6182 -3.9357 2.5841
H 4.6555 -4.3843 -0.7719
H 5.2482 -6.5122 -0.5895
H 5.9849 -6.1202 0.9791
H 4.2691 -6.6620 0.9066
```

Properties
⟨S²⟩: 8.760
Multiplicity: 6
Gap between HOMO and LUMO (alpha / beta): 7.991 / 6.565 eV
LUMO level (alpha / beta): 0.4 / -1.1 eV
Energy above the lowest of the compared OMol25 structures with the same formula, charge and spin: 69.36 kcal per mole

Atomic partial charges in e from the Mulliken method, atoms 1 to 5: atom 1 (C): -1.5906, atom 2 (C): 0.5730, atom 3 (H): 0.3261, atom 4 (H): 0.1702, atom 5 (H): 0.3939

This record from OMol25 describes 3 unconnected molecules or ions with the total composition C23H44F9O5PS2Si. The level of theory is ωB97M-V/def2-TZVPD.

The geometry in XYZ format:
```
85
Properties=species:S:1:pos:R:3
C 2.9901 0.5147 1.8336
P 3.4050 0.7277 -0.0124
C 4.7462 2.0901 -0.0090
C 1.8141 1.5040 -0.7767
O 0.7614 1.7225 0.1984
S -0.3289 0.4524 0.2334
O -1.0866 0.6385 1.5270
O 0.6227 -0.9213 0.3236
C 0.7010 -1.6151 -0.9632
Si -1.0313 -2.2608 -1.5831
C -2.0991 -0.9095 -2.4093
C -1.8990 -3.2432 -0.2005
C -0.6070 -3.5314 -2.9889
C 1.5258 -0.8378 -2.0935
C 1.3428 0.7491 -2.1184
C 2.3411 1.2880 -3.2831
C 1.6488 2.3249 -4.2754
C 1.5140 3.8192 -3.6487
C -0.0582 3.9815 -3.2861
C -0.2624 4.9931 -2.0473
F 0.5023 4.4501 -0.9975
F 0.2544 6.2303 -2.5142
C -1.8256 5.0348 -1.7612
F -2.4400 3.7701 -1.8541
F -2.4211 5.8003 -2.7841
S -2.3404 5.7696 -0.1101
F -3.8186 4.9718 -0.1964
F -1.7592 4.4936 0.7610
F -0.9601 6.6605 0.0472
F -3.0763 7.0438 -0.9265
F -2.8718 6.4402 1.3125
H 3.9531 0.5137 2.4325
H 2.4749 -0.4823 2.0488
H 2.3523 1.3773 2.2195
H 5.3619 1.9960 0.9495
H 5.3842 1.9300 -0.9310
H 4.1907 3.0910 -0.0286
H 2.1471 2.5498 -1.1143
H 1.2901 -2.5782 -0.7497
H -3.0208 -1.4232 -2.8531
H -2.5090 -0.2411 -1.5731
H -1.5850 -0.3214 -3.2283
H -2.3454 -2.6127 0.6329
H -1.0817 -3.8784 0.2994
H -2.6496 -3.9833 -0.6191
H 0.2300 -4.2361 -2.6962
H -0.3212 -2.9410 -3.9309
H -1.5449 -4.1241 -3.2626
H 2.6306 -1.0818 -2.0518
H 1.1279 -1.2224 -3.1009
H 0.3008 1.0235 -2.4676
H 2.7275 0.4164 -3.9180
H 3.2614 1.8108 -2.8460
H 2.3643 2.4509 -5.1639
H 0.6624 1.9830 -4.7153
H 1.8418 4.5471 -4.4548
H 2.1875 3.9419 -2.7480
H -0.4367 2.9420 -3.0599
H -0.5429 4.4356 -4.2148
C -3.4026 0.9357 4.0875
C -3.2554 1.5671 5.4558
C -2.8533 0.3791 6.3099
O -2.1254 -0.5148 5.4591
C -2.2905 -0.0943 4.0955
H -3.3182 1.6459 3.2638
H -4.3746 0.4369 4.0117
H -2.4475 2.3056 5.4384
H -4.1610 2.0607 5.8124
H -3.7323 -0.1560 6.6861
H -2.2298 0.6652 7.1602
H -1.3459 0.3411 3.7626
H -2.5148 -0.9597 3.4685
C 2.1429 -6.8738 1.6697
C 0.9041 -7.2926 2.4326
C -0.0964 -6.2322 2.0150
O 0.2590 -5.8281 0.6849
C 1.5535 -6.3593 0.3706
H 2.8613 -7.6813 1.5206
H 2.6478 -6.0599 2.1997
H 0.5714 -8.2769 2.0880
H 1.0479 -7.3404 3.5129
H -0.0345 -5.3504 2.6616
H -1.1250 -6.5989 2.0244
H 1.4165 -7.1711 -0.3520
H 2.1673 -5.5824 -0.0908
```

Properties
Gap between HOMO and LUMO: 7.518 eV
LUMO level: -0.8 eV

Atomic partial charges in e from the Mulliken method, atoms 1 to 5: atom 1 (C): -0.9357, atom 2 (P): 0.1136, atom 3 (C): -0.9981, atom 4 (C): 0.1595, atom 5 (O): -0.5050